124
Properties=species:S:1:pos:R:3:lowdin_charge:R:1 method="wB97M-V/def2-TZVPD" e_tot_ev=-106549.534 smiles="NB(O)[C@H]1OS(=O)(=O)[C@](N)(CCOC=O)[C@@H](CCCCC(F)(F)C(F)(F)S(F)(F)(F)(F)F)[C@H]1CCCI.CCCCCC.CCCCCC.CCCCCC" homo_ev=-9.59
N -6.07 -4.00 -3.18 0.22
B -4.75 -4.45 -3.46 -0.58
O -4.47 -4.97 -4.71 0.14
C -3.62 -4.34 -2.34 -0.18
O -2.37 -4.91 -2.85 -0.18
S -1.31 -5.24 -1.73 0.67
O -1.94 -6.01 -0.70 -0.23
O -0.14 -5.72 -2.39 -0.24
C -0.96 -3.57 -1.11 -0.45
N -0.37 -2.87 -2.26 0.09
C 0.07 -3.65 0.04 -0.10
C -0.08 -4.66 1.17 -0.15
O -1.33 -4.50 1.86 -0.03
C -1.31 -3.88 3.05 -0.36
O -0.42 -3.91 3.83 0.10
C -2.32 -2.95 -0.68 -0.21
C -2.22 -1.62 0.07 -0.12
C -1.30 -0.51 -0.44 -0.16
C -1.33 0.73 0.49 -0.16
C 0.04 0.97 1.15 -0.08
C 0.27 2.37 1.66 -0.47
F -0.87 2.82 2.24 0.12
F 1.22 2.37 2.62 0.12
C 0.60 3.50 0.63 -0.41
F -0.49 3.72 -0.13 0.12
F 0.87 4.62 1.31 0.14
S 2.04 3.22 -0.59 0.78
F 1.15 2.13 -1.35 -0.14
F 2.67 2.08 0.33 -0.14
F 2.96 4.28 0.12 -0.13
F 1.47 4.36 -1.53 -0.12
F 3.18 2.96 -1.64 -0.11
C -3.37 -2.93 -1.82 -0.22
C -3.14 -1.91 -2.96 -0.15
C -4.13 -0.74 -2.90 -0.32
C -3.73 0.35 -3.87 -0.66
I -5.28 1.80 -4.08 0.76
H -6.56 -3.58 -3.96 0.10
H -6.18 -3.42 -2.36 0.08
H -4.24 -5.91 -4.72 0.11
H -3.95 -4.97 -1.49 0.15
H 0.16 -3.53 -2.83 0.08
H 0.30 -2.18 -1.93 0.07
H 0.18 -2.66 0.48 0.11
H 1.03 -3.89 -0.43 0.12
H -0.01 -5.68 0.81 0.12
H 0.74 -4.52 1.88 0.13
H -2.25 -3.33 3.21 0.15
H -2.71 -3.67 0.05 0.14
H -1.93 -1.83 1.11 0.11
H -3.23 -1.20 0.13 0.10
H -0.27 -0.85 -0.50 0.08
H -1.59 -0.19 -1.44 0.10
H -1.67 1.60 -0.06 0.10
H -2.06 0.57 1.28 0.11
H 0.12 0.34 2.04 0.15
H 0.85 0.67 0.50 0.08
H -4.30 -2.63 -1.31 0.14
H -3.24 -2.41 -3.93 0.13
H -2.13 -1.51 -2.94 0.09
H -4.17 -0.35 -1.88 0.08
H -5.13 -1.09 -3.16 0.09
H -3.53 -0.04 -4.87 0.05
H -2.85 0.91 -3.54 0.04
C 4.52 1.99 3.54 -0.10
C 4.74 3.36 2.92 -0.26
C 6.13 3.52 2.29 -0.22
C 7.30 3.38 3.26 -0.23
C 7.27 4.36 4.44 -0.27
C 7.33 5.83 4.01 -0.11
H 5.21 1.81 4.37 0.07
H 3.51 1.90 3.94 0.06
H 4.66 1.19 2.81 0.07
H 4.58 4.14 3.66 0.10
H 3.99 3.51 2.15 0.07
H 6.18 4.48 1.78 0.10
H 6.24 2.76 1.50 0.11
H 8.23 3.52 2.71 0.11
H 7.33 2.36 3.66 0.10
H 8.11 4.15 5.09 0.10
H 6.37 4.20 5.04 0.10
H 8.23 6.02 3.43 0.07
H 7.34 6.49 4.87 0.07
H 6.47 6.10 3.40 0.06
C -4.57 1.53 -0.02 -0.13
C -4.70 2.74 0.89 -0.25
C -5.78 2.58 1.97 -0.22
C -7.19 2.37 1.43 -0.23
C -7.69 3.48 0.50 -0.27
C -7.77 4.85 1.17 -0.11
H -5.49 1.33 -0.57 0.06
H -3.78 1.68 -0.75 0.06
H -4.33 0.63 0.56 0.07
H -4.91 3.63 0.29 0.10
H -3.75 2.93 1.38 0.10
H -5.76 3.45 2.63 0.10
H -5.52 1.72 2.60 0.11
H -7.88 2.28 2.28 0.11
H -7.25 1.42 0.90 0.10
H -8.69 3.20 0.14 0.10
H -7.06 3.54 -0.38 0.10
H -8.42 4.81 2.05 0.07
H -8.16 5.60 0.49 0.07
H -6.79 5.19 1.51 0.06
C 3.08 -1.42 -0.43 -0.10
C 3.48 -2.27 -1.63 -0.26
C 4.61 -3.24 -1.32 -0.22
C 5.92 -2.58 -0.89 -0.23
C 6.49 -1.58 -1.90 -0.27
C 6.84 -2.20 -3.25 -0.11
H 3.90 -0.78 -0.09 0.07
H 2.24 -0.76 -0.68 0.05
H 2.77 -2.04 0.41 0.08
H 3.75 -1.62 -2.46 0.10
H 2.61 -2.84 -1.97 0.08
H 4.78 -3.87 -2.20 0.10
H 4.29 -3.93 -0.53 0.11
H 6.66 -3.37 -0.72 0.11
H 5.78 -2.08 0.07 0.10
H 7.40 -1.14 -1.47 0.10
H 5.79 -0.75 -2.04 0.10
H 7.56 -3.01 -3.13 0.08
H 7.27 -1.46 -3.92 0.07
H 5.95 -2.61 -3.74 0.06